1.
Density functional theory data (wB97M-V/def2-TZVPD) for a molecular structure, C19H27Br2N2O6PS.

Structure (ORCA input):
```
! RIJCOSX wB97M-V def2-TZVPD def2/J DEFGRID3
* xyz 0 1
C 5.50 -2.48 3.13
C 5.02 -1.40 2.18
Br 6.10 -1.21 0.59
C 3.96 -0.62 2.37
Br 2.89 -0.82 3.94
C 3.66 0.44 1.33
C 4.30 1.71 1.54
C 4.14 2.70 0.65
C 3.32 2.45 -0.47
N 3.04 3.31 -1.47
S 2.05 2.54 -2.46
N 1.91 1.07 -1.77
C 2.67 1.19 -0.69
C 2.86 0.14 0.28
C 2.19 -1.21 0.09
P 0.47 -1.10 0.72
O -0.09 -2.38 1.14
O 0.55 -0.04 1.93
O -0.37 -0.39 -0.45
H 5.15 -2.32 4.15
H 5.13 -3.44 2.75
H 6.59 -2.52 3.06
H 4.93 1.82 2.42
H 4.63 3.65 0.83
H 2.21 -1.50 -0.97
H 2.73 -1.98 0.65
H -0.09 -0.31 2.61
H -1.14 0.03 -0.02
C 0.77 5.54 -5.36
C 1.31 4.56 -6.38
O 2.29 3.89 -6.14
C 0.58 4.45 -7.69
H 1.39 5.51 -4.47
H 0.79 6.55 -5.77
H -0.25 5.27 -5.09
H 0.59 5.42 -8.20
H -0.45 4.13 -7.52
H 1.08 3.72 -8.32
C -2.70 -3.12 2.62
C -3.77 -3.86 3.38
O -4.44 -3.31 4.23
C -3.98 -5.31 3.03
H -2.66 -2.09 2.96
H -1.73 -3.58 2.79
H -2.93 -3.12 1.55
H -3.06 -5.87 3.22
H -4.26 -5.41 1.98
H -4.77 -5.72 3.65
C -5.73 -0.55 -0.55
C -5.23 -0.33 0.86
O -4.08 -0.01 1.07
C -6.21 -0.52 1.98
H -4.92 -0.38 -1.25
H -6.08 -1.58 -0.66
H -6.54 0.14 -0.77
H -6.59 -1.55 1.98
H -7.04 0.17 1.87
H -5.72 -0.33 2.93
*
```

As for the frontier orbital gap: 8.50 eV. For the HOMO energy, the calculation gives -8.98 eV.

---

2.
Density functional theory data (wB97M-V/def2-TZVPD) for a molecular structure, C19H27CeN2.

Structure (ORCA input):
```
! RIJCOSX wB97M-V def2-TZVPD def2/J DEFGRID3
* xyz 2 2
C 0.82 2.22 -1.24
H 1.75 2.63 -0.79
H 1.06 1.79 -2.24
H 1.55 -1.18 0.97
C -0.23 3.31 -1.37
H -1.10 2.88 -1.89
H -0.58 3.62 -0.38
C 0.21 4.56 -2.14
H -0.59 5.30 -2.11
H 1.12 5.01 -1.72
H 0.43 4.32 -3.18
C -0.71 -1.89 -0.24
C -1.26 -0.87 -1.08
C -0.36 -0.69 -2.19
C 0.78 -1.53 -1.98
C 0.51 -2.35 -0.83
C 1.34 -3.50 -0.38
C 2.09 -1.43 -2.68
C -0.65 0.04 -3.45
C -2.61 -0.27 -0.94
C -1.27 -2.36 1.06
Ce 0.91 0.15 -0.05
H 2.79 -2.20 -2.33
H 1.96 -1.54 -3.76
H 2.57 -0.45 -2.51
H 2.38 -3.38 -0.69
H 1.32 -3.60 0.71
H 0.99 -4.46 -0.80
H -2.07 -1.70 1.39
H -1.67 -3.39 0.98
H -0.49 -2.37 1.84
H -2.73 0.62 -1.56
H -3.38 -1.00 -1.25
H -2.84 0.00 0.10
H -0.17 1.02 -3.51
H -0.29 -0.54 -4.30
H -1.72 0.21 -3.57
N -0.73 -0.35 7.64
C -0.50 -0.13 6.51
C -0.20 0.13 5.13
C 1.11 -0.01 4.65
C 1.36 0.25 3.30
N 0.39 0.59 2.42
C -0.88 0.70 2.89
C -1.21 0.49 4.22
H 1.92 -0.35 5.29
H 2.37 0.15 2.89
H -1.65 0.97 2.15
H -2.24 0.59 4.54
*
```

As for the frontier orbital gap (spin up / spin down): 6.78 / 5.53 eV. For the HOMO energy (spin up / spin down), the calculation gives -15.29 / -15.29 eV. The calculation puts the energy above the lowest of the compared OMol25 structures with the same formula, charge and spin at 0.0 kJ/mol.

---

3.
Density functional theory data (wB97M-V/def2-TZVPD) for a gas-phase ion, C19H27ClF3N2O5S (charge +1).

Structure (ORCA input):
```
! RIJCOSX wB97M-V def2-TZVPD def2/J DEFGRID3
* xyz 1 1
O 0.45 0.82 0.75
S 0.94 0.28 -0.48
O 1.38 1.17 -1.35
N -0.14 -0.75 -1.30
C -0.97 -0.11 -2.46
C -1.75 0.97 -1.65
N -1.87 0.67 -0.23
C -2.30 -1.02 -0.09
C -0.91 -1.70 -0.38
H -1.09 -2.53 -0.86
H -0.27 -1.82 0.73
H -2.56 -1.32 0.99
H -3.07 -1.21 -0.98
C -3.15 1.34 0.56
H -4.17 0.86 0.06
H -2.92 2.44 0.18
C -3.07 1.35 1.88
O -3.49 0.05 2.42
H -4.66 0.04 2.68
C -3.81 2.44 2.69
H -3.47 3.25 2.28
O -5.06 2.29 2.28
C -5.84 3.49 1.94
H -6.79 3.37 1.97
H -5.76 4.04 2.61
C -5.60 4.01 0.41
C -6.27 5.34 -0.14
H -7.27 5.31 0.74
H -6.38 5.33 -1.04
C -5.23 6.43 0.35
H -5.45 7.19 -0.11
C -3.99 5.55 -0.09
H -3.10 6.01 0.60
H -3.72 5.79 -1.22
O -4.10 4.27 0.19
H -5.29 6.56 1.63
H -5.89 3.05 -0.36
H -3.72 2.48 3.82
H -2.03 1.29 2.38
H -1.03 0.72 0.50
H -1.35 2.13 -1.60
H -2.55 1.03 -1.96
H -1.33 -0.84 -2.87
H -0.12 0.48 -3.04
C 2.35 -1.12 -0.01
C 2.78 -1.61 -1.09
C 3.87 -2.52 -0.80
C 4.23 -2.65 0.50
C 3.59 -2.14 1.66
C 2.82 -1.20 1.35
H 2.16 -0.58 2.09
H 3.95 -2.22 2.66
Cl 5.30 -3.91 1.07
C 4.55 -3.31 -1.86
F 4.33 -4.59 -1.65
F 5.93 -3.11 -1.75
F 4.00 -3.21 -3.11
H 2.70 -1.57 -2.05
*
```

As for the frontier orbital gap: 10.02 eV. The structure (SMILES) is O=S(=O)(c1ccc(Cl)c(C(F)(F)F)c1)N1CC[NH+](C[C@H](O)COC[C@H]2CCCO2)CC1. For the HOMO energy, the calculation gives -12.21 eV. The calculation puts the energy above the lowest of the compared OMol25 structures with the same formula, charge and spin at 0.0 kJ/mol.

---

4.
Density functional theory data (wB97M-V/def2-TZVPD) for a single C19H27ClN2O3 molecule.

Structure (ORCA input):
```
! RIJCOSX wB97M-V def2-TZVPD def2/J DEFGRID3
* xyz 0 1
O -0.92 -2.94 1.64
C 0.08 -2.61 0.71
C -0.45 -1.80 -0.47
H -1.23 -2.37 -0.98
H 0.35 -1.61 -1.17
C -1.07 -0.46 -0.01
N -2.12 -0.07 -0.93
C -1.60 0.49 -2.16
H -2.42 0.88 -2.76
C -0.55 1.58 -1.94
N 0.54 1.01 -1.16
C 0.04 0.60 0.14
H 0.87 0.17 0.70
H -0.33 1.47 0.71
C 1.67 1.92 -1.03
C 2.86 1.20 -0.46
C 3.67 1.74 0.52
C 4.77 1.07 1.06
C 5.02 -0.19 0.57
C 4.22 -0.75 -0.43
C 3.15 -0.08 -0.95
H 2.52 -0.51 -1.72
O 4.69 -2.00 -0.73
C 5.81 -2.21 0.10
O 6.01 -1.07 0.91
H 6.70 -2.39 -0.52
H 5.63 -3.09 0.74
H 5.39 1.51 1.82
Cl 3.36 3.33 1.15
H 1.42 2.80 -0.41
H 1.92 2.29 -2.03
H -0.16 1.91 -2.90
H -1.00 2.45 -1.43
H -1.12 -0.32 -2.72
C -3.36 0.45 -0.41
C -4.16 -0.65 0.32
H -4.88 -1.13 -0.34
H -3.47 -1.41 0.69
C -4.83 0.05 1.51
H -5.07 -0.64 2.31
H -5.74 0.54 1.18
C -3.79 1.09 1.92
H -2.98 0.61 2.46
H -4.21 1.87 2.56
C -3.30 1.64 0.59
H -3.96 2.43 0.25
H -2.29 2.05 0.66
H -3.93 0.77 -1.29
H -1.51 -0.62 0.97
H 0.57 -3.53 0.33
H 0.83 -2.04 1.26
H -1.62 -3.41 1.18
*
```

As for the frontier orbital gap: 8.58 eV. The structure (SMILES) is OCC[C@H]1CN(Cc2cc3c(cc2Cl)OCO3)CCN1C1CCCC1. For the HOMO energy, the calculation gives -7.83 eV. The calculation puts the energy above the lowest of the compared OMol25 structures with the same formula, charge and spin at 25.2 kJ/mol.

---

5.
Density functional theory data (wB97M-V/def2-TZVPD) for a single C19H27ClN6O2 molecule.

Structure (ORCA input):
```
! RIJCOSX wB97M-V def2-TZVPD def2/J DEFGRID3
* xyz 0 1
C 3.13 -2.26 -0.85
C 3.09 -1.02 -0.02
C 3.92 0.12 -0.09
C 3.48 0.93 0.93
N 2.46 0.30 1.53
C 1.65 0.79 2.64
C 1.50 -0.27 3.73
C 0.26 1.30 2.23
O -0.37 1.95 3.04
N -0.15 0.98 0.99
C -1.45 1.28 0.40
C -1.29 1.19 -1.12
N -0.64 -0.03 -1.57
C -1.27 -1.22 -1.52
O -2.37 -1.39 -1.04
C -0.46 -2.35 -2.13
N 0.44 -1.99 -3.05
C 1.16 -2.93 -3.65
C 2.13 -2.51 -4.70
N 1.06 -4.23 -3.38
C 0.19 -4.59 -2.46
C -0.61 -3.68 -1.78
Cl -1.67 -4.26 -0.56
C -2.00 2.66 0.76
C -3.12 2.65 1.80
C -4.41 2.10 1.19
C -3.34 4.05 2.36
N 2.20 -0.90 0.96
H 3.26 -2.02 -1.91
H 3.97 -2.90 -0.55
H 2.21 -2.83 -0.72
H 4.73 0.30 -0.77
H 3.81 1.90 1.26
H 2.17 1.66 3.03
H 0.90 0.15 4.54
H 1.01 -1.15 3.33
H 2.48 -0.55 4.12
H 0.40 0.28 0.50
H -2.16 0.51 0.71
H -2.29 1.25 -1.57
H -0.70 2.03 -1.47
H 0.20 0.02 -2.14
H 3.03 -3.12 -4.65
H 1.69 -2.65 -5.69
H 2.38 -1.45 -4.59
H 0.13 -5.65 -2.22
H -1.17 3.29 1.10
H -2.39 3.13 -0.15
H -2.80 2.00 2.62
H -4.77 2.76 0.40
H -4.27 1.10 0.76
H -5.19 2.03 1.95
H -3.59 4.75 1.56
H -4.15 4.07 3.08
H -2.43 4.41 2.85
*
```

As for the frontier orbital gap: 8.94 eV. The structure (SMILES) is Cc1ccn([C@H](C)C(=O)N[C@H](CNC(=O)c2nc(C)ncc2Cl)CC(C)C)n1. For the HOMO energy, the calculation gives -9.12 eV. The calculation puts the energy above the lowest of the compared OMol25 structures with the same formula, charge and spin at 31.7 kJ/mol.

---

6.
Density functional theory data (wB97M-V/def2-TZVPD) for a molecular structure, C19H27FNSbSiTc.

Structure (ORCA input):
```
! RIJCOSX wB97M-V def2-TZVPD def2/J DEFGRID3
* xyz 3 1
Tc 0.03 -0.36 -0.87
C 0.11 -2.50 0.53
Si 0.04 -1.28 1.98
C 1.55 -1.30 3.01
C -1.58 -1.34 2.83
N 0.06 0.21 0.89
C 0.18 1.55 1.19
C 0.16 2.08 2.49
C 0.29 3.45 2.65
C 0.45 4.29 1.54
C 0.49 3.78 0.24
C 0.34 2.43 0.13
F 0.40 1.80 -1.12
H -0.71 -3.21 0.59
H 1.05 -3.07 0.50
H 0.00 -2.18 -0.56
H 1.79 -2.33 3.30
H 1.42 -0.73 3.93
H 2.42 -0.89 2.48
H -1.82 -2.38 3.08
H -2.38 -0.95 2.20
H -1.58 -0.78 3.77
H 0.03 1.43 3.35
H 0.26 3.88 3.64
H 0.55 5.35 1.69
H 0.63 4.42 -0.63
C 3.49 -0.14 -3.20
Sb 2.82 -0.50 -1.23
C 3.81 -2.23 -0.57
C 3.66 1.08 -0.11
H 4.57 -0.02 -3.14
H 3.03 0.77 -3.57
H 3.24 -0.99 -3.84
H 4.86 -2.09 -0.79
H 3.44 -3.11 -1.10
H 3.67 -2.35 0.51
H 4.73 0.88 -0.03
H 3.22 1.14 0.88
H 3.52 2.02 -0.64
C -1.78 -0.37 -1.30
C -3.06 -0.43 -1.71
C -3.80 -1.66 -1.60
C -5.09 -1.70 -2.05
C -5.65 -0.54 -2.62
C -4.96 0.67 -2.73
C -3.67 0.75 -2.28
H -3.33 -2.54 -1.17
H -5.67 -2.61 -1.99
H -6.67 -0.59 -2.99
H -5.44 1.53 -3.18
H -3.10 1.67 -2.35
*
```

As for the frontier orbital gap (spin up / spin down): 5.64 / 5.64 eV. For the HOMO energy (spin up / spin down), the calculation gives -18.04 / -18.04 eV. The calculation puts the energy above the lowest of the compared OMol25 structures with the same formula, charge and spin at 0.0 kJ/mol.

---

7.
Density functional theory data (wB97M-V/def2-TZVPD) for a molecular structure, C19H27IrN3OS.

Structure (ORCA input):
```
! RIJCOSX wB97M-V def2-TZVPD def2/J DEFGRID3
* xyz 2 2
Ir -0.08 0.18 -0.15
N 1.55 -1.17 -1.36
C 1.37 -2.51 -0.96
C 2.44 -3.21 -0.40
C 2.32 -4.55 -0.12
C 1.12 -5.21 -0.35
C 0.03 -4.52 -0.85
C 0.12 -3.16 -1.15
C -1.07 -2.45 -1.61
C -1.93 -3.11 -2.51
C -3.08 -2.50 -2.95
C -3.44 -1.24 -2.46
C -2.59 -0.58 -1.58
C -1.40 -1.15 -1.16
H 2.52 -0.88 -1.26
H 1.22 -0.99 -2.31
H 3.38 -2.70 -0.25
H 3.18 -5.09 0.26
H 1.04 -6.27 -0.13
H -0.91 -5.03 -0.97
H -1.64 -4.07 -2.89
H -3.71 -2.99 -3.68
H -4.37 -0.78 -2.76
H -2.89 0.41 -1.23
C 1.61 -0.42 3.38
C 0.34 0.35 2.91
C 0.07 1.52 3.88
C -0.85 -0.63 2.90
O 0.55 0.84 1.66
H 1.45 -0.82 4.37
H 2.46 0.25 3.39
H 1.81 -1.24 2.69
H -0.09 1.13 4.88
H -0.80 2.07 3.56
H 0.93 2.19 3.90
H -1.03 -1.02 3.90
H -0.64 -1.46 2.23
H -1.75 -0.12 2.57
C 0.09 4.61 -3.19
N 0.20 4.66 -1.75
C 0.23 3.58 -0.99
S 0.18 2.06 -1.80
N 0.27 3.63 0.34
C 0.27 4.84 1.13
H 0.17 5.62 -3.59
H -0.86 4.18 -3.50
H 0.89 4.00 -3.62
H 0.23 5.57 -1.32
H 0.32 2.74 0.84
H 1.14 5.46 0.92
H 0.29 4.57 2.18
H -0.64 5.42 0.95
*
```

As for the frontier orbital gap (spin up / spin down): 5.02 / 5.37 eV. For the HOMO energy (spin up / spin down), the calculation gives -14.37 / -14.42 eV. The calculation puts the energy above the lowest of the compared OMol25 structures with the same formula, charge and spin at 223.5 kJ/mol.

---

8.
Density functional theory data (wB97M-V/def2-TZVPD) for a gas-phase ion, C19H27N2O2S (charge +1).

Structure (ORCA input):
```
! RIJCOSX wB97M-V def2-TZVPD def2/J DEFGRID3
* xyz 1 1
C 6.43 2.64 0.53
C 5.43 1.62 0.14
C 5.56 0.30 0.57
C 4.65 -0.67 0.19
C 3.60 -0.30 -0.64
C 3.44 1.00 -1.09
C 4.36 1.95 -0.70
H 4.25 2.97 -1.05
H 2.62 1.23 -1.75
S 2.45 -1.54 -1.15
O 2.97 -2.86 -1.06
O 1.61 -1.13 -2.22
N 1.19 -1.55 0.31
H 1.68 -1.78 1.17
C 0.23 -2.63 0.00
C -0.89 -2.66 1.06
N -1.57 -1.39 1.18
C -0.63 -0.35 1.47
C 0.51 -0.25 0.43
H 1.24 0.51 0.72
H 0.11 -0.01 -0.55
H -1.15 0.61 1.52
H -0.19 -0.54 2.46
C -2.54 -1.11 0.14
C -3.52 -0.01 0.56
H -3.65 -0.08 1.65
C -3.13 1.43 0.16
H -3.00 2.07 1.03
H -2.22 1.47 -0.44
C -4.35 1.91 -0.66
C -4.33 1.09 -1.93
C -4.66 -0.15 -1.60
H -4.70 -1.01 -2.24
C -4.91 -0.17 -0.12
H -5.48 -1.02 0.26
C -5.50 1.23 0.09
H -6.46 1.35 -0.40
H -5.57 1.52 1.14
H -4.04 1.48 -2.89
H -4.41 2.99 -0.79
H -3.11 -2.03 -0.01
H -2.08 -0.84 -0.82
H -1.61 -3.43 0.80
H -0.45 -2.91 2.03
H -0.19 -2.42 -0.99
H 0.77 -3.57 -0.04
H 4.75 -1.70 0.49
H 6.39 0.03 1.21
H 6.00 3.64 0.53
H 6.85 2.43 1.51
H 7.25 2.64 -0.19
*
```

As for the frontier orbital gap: 7.82 eV. The structure (SMILES) is Cc1ccc(S(=O)(=O)[NH+]2CCN(C[C@H]3C[C@H]4C=C[C@@H]3C4)CC2)cc1. For the HOMO energy, the calculation gives -11.30 eV. The calculation puts the energy above the lowest of the compared OMol25 structures with the same formula, charge and spin at 0.0 kJ/mol.

---

It is found that the strongest force on any atom values, taken in the order of the records, are 0.0378, 0.0642, 0.3307, 0.0244, 0.0024, 0.0174, 0.0791, 0.0208 hartree/bohr.
It is found that the E_tot values, taken in the order of the records, are -195617.432, -36030.171, -64842.872, -41785.479, -45700.954, -40931.894, -40315.639, -38043.927 eV.